This record from the Open Molecules 2025 dataset describes a 4-piece molecular cluster, C44H98I2N4O9P overall at a distorted geometry. The level of theory is wB97M-V/def2-TZVPD.

Each line ends with the Mulliken charge.
CARTESIAN COORDINATES (ANGSTROEM)
C1 8.90826 0.52703 1.75838  -0.75
C2 9.23808 2.02937 2.11099  -0.60
C3 8.02431 2.79413 2.76949  -0.48
C4 7.04506 3.44387 1.71453  -0.93
C5 5.83398 2.49222 1.32187  0.57
C6 5.93177 2.10815 -0.19554  -0.82
C7 4.83281 1.07622 -0.65777  -0.94
C8 5.35740 -0.37091 -0.17628  1.28
C9 4.08746 -1.27309 -0.00090  -2.53
P1 4.33544 -3.06482 0.62163  3.69
C10 2.81539 -3.57874 -0.44705  -1.18
C11 1.46530 -2.83342 -0.19904  0.24
C12 0.29753 -3.73480 0.37363  -0.21
C13 -1.05977 -2.89834 0.54215  -1.22
C14 -1.55174 -2.16670 -0.77856  0.43
C15 -0.97374 -0.68765 -0.82725  -0.45
C16 -2.07905 0.42197 -0.85628  -0.95
C17 -3.11647 0.32055 0.31252  -0.47
O1 -3.82246 1.56365 0.49543  -0.18
C18 -4.73534 1.34732 1.58022  -0.67
C19 5.38947 -3.40851 -0.95559  -1.35
C20 6.93441 -3.52666 -0.78462  0.05
C21 7.59164 -4.95729 -1.04159  -1.29
N1 7.75197 -2.57746 -0.50372  -0.49
C22 4.62084 -4.90679 1.21443  -1.79
I1 3.01771 -5.79381 2.47963  -0.04
C23 5.94190 -5.17312 2.02293  0.01
C24 5.88147 -5.01640 3.58451  -1.17
I2 6.39549 -7.33911 1.71704  -0.02
O2 5.62742 -2.50658 1.65049  -0.64
C25 5.16402 -1.78433 2.77462  0.18
C26 3.58378 -2.02105 2.97886  -0.87
O3 3.20518 -2.95359 1.95907  -0.32
H1 9.85657 0.06974 1.36918  0.38
H2 8.55826 -0.05721 2.63735  0.24
H3 8.18048 0.46409 0.91436  0.03
H4 10.13002 2.00328 2.78742  0.32
H5 9.53510 2.55654 1.17426  0.29
H6 8.47398 3.62267 3.37604  0.31
H7 7.49813 2.07760 3.44833  0.29
H8 7.65273 3.71980 0.81204  0.36
H9 6.68481 4.40637 2.15145  0.36
H10 5.83846 1.59073 1.98230  -0.59
H11 4.90836 3.08655 1.53710  0.41
H12 6.94960 1.65985 -0.33884  0.20
H13 5.89648 3.00731 -0.85844  0.46
H14 3.82899 1.26692 -0.21833  0.37
H15 4.81913 1.07314 -1.77204  0.35
H16 5.93557 -0.16040 0.74397  -0.91
H17 5.99150 -0.70880 -1.03139  0.12
H18 3.36528 -0.68734 0.63815  0.25
H19 3.60114 -1.28340 -1.01632  0.36
H20 2.59994 -4.68543 -0.41792  0.20
H21 3.09528 -3.39721 -1.52025  0.36
H22 1.48035 -1.92047 0.43035  -0.09
H23 1.08021 -2.49470 -1.20676  0.24
H24 0.13681 -4.65689 -0.22850  0.10
H25 0.58766 -3.98553 1.42659  0.21
H26 -0.84343 -2.12955 1.33105  0.35
H27 -1.84604 -3.56864 0.98140  0.45
H28 -2.66073 -2.09112 -0.72832  0.37
H29 -1.17220 -2.72791 -1.67065  -0.47
H30 -0.36892 -0.55753 -1.76010  0.33
H31 -0.28584 -0.46888 0.02384  0.28
H32 -1.60799 1.43846 -0.78263  0.36
H33 -2.63839 0.43177 -1.82872  0.24
H34 -3.83493 -0.49706 0.06418  0.34
H35 -2.56784 0.10194 1.26664  0.25
H36 -5.62835 2.00968 1.49514  0.16
H37 -4.18647 1.49049 2.54095  0.24
H38 -5.13294 0.29630 1.55584  0.36
H39 5.22735 -2.65288 -1.76747  0.62
H40 5.07595 -4.37887 -1.42505  0.73
H41 7.80144 -5.51073 -0.10446  0.14
H42 6.93861 -5.51737 -1.75248  0.30
H43 8.54022 -4.74860 -1.60271  0.50
H44 8.71100 -2.92904 -0.45246  0.25
H45 4.62267 -5.60228 0.33571  0.95
H46 6.85956 -4.67746 1.65930  0.32
H47 5.64499 -5.99304 4.07113  0.45
H48 5.14083 -4.28416 3.96578  0.23
H49 6.89168 -4.67266 3.93402  0.29
H50 5.25230 -0.67010 2.71228  -0.74
H51 5.63613 -2.03920 3.75388  0.51
H52 2.94074 -1.13878 2.69816  0.31
H53 3.24628 -2.39476 3.97360  0.18
C27 -4.16236 -4.31340 -4.42888  -0.71
O4 -3.81436 -5.48080 -3.70496  -0.29
C28 -3.96768 -6.68515 -4.45071  -0.83
C29 -2.61121 -7.29767 -4.77855  -0.17
N2 -1.89219 -6.49260 -5.76485  -0.36
C30 -0.48639 -6.86723 -5.92591  -0.76
C31 0.43483 -6.71842 -4.70962  -0.48
O5 0.65868 -5.37603 -4.31449  -0.46
C32 -0.34199 -4.83054 -3.46998  -0.04
H54 -4.18054 -3.47886 -3.72765  0.20
H55 -3.42173 -4.09223 -5.20279  0.31
H56 -5.15373 -4.40934 -4.88208  0.35
H57 -4.56943 -6.53444 -5.35220  0.40
H58 -4.50990 -7.38278 -3.80495  0.38
H59 -2.75962 -8.30366 -5.18196  0.42
H60 -2.05120 -7.37800 -3.84154  0.16
H61 -1.92961 -5.52069 -5.48723  0.11
H62 -0.08565 -6.23643 -6.72429  0.38
H63 -0.43666 -7.90010 -6.28683  0.40
H64 1.41565 -7.10521 -5.00175  0.35
H65 0.11462 -7.32820 -3.85784  0.35
H66 -0.79080 -5.57851 -2.81177  0.22
H67 -1.11092 -4.33932 -4.07259  0.17
H68 0.11325 -4.05838 -2.84753  -0.08
C33 -6.85348 6.87054 -4.64073  -0.71
O6 -5.60030 6.62545 -4.02795  -0.34
C34 -5.59867 6.85279 -2.62015  -0.86
C35 -5.47162 5.54043 -1.85601  -0.11
N3 -6.69114 4.74195 -1.97046  -0.36
C36 -6.54547 3.36591 -1.49070  -0.67
C37 -5.54217 2.45887 -2.21109  -0.03
O7 -5.90642 2.13370 -3.54763  -0.49
C38 -5.53893 3.09875 -4.51748  -0.57
H69 -6.70831 6.84200 -5.72096  0.24
H70 -7.58194 6.09942 -4.37400  0.30
H71 -7.24175 7.85635 -4.36760  0.34
H72 -6.47556 7.42242 -2.29770  0.41
H73 -4.71379 7.45956 -2.40518  0.39
H74 -5.28691 5.75702 -0.79996  0.37
H75 -4.60450 5.00703 -2.25790  0.16
H76 -6.97444 4.71028 -2.94075  0.14
H77 -7.53231 2.90159 -1.57528  0.35
H78 -6.29965 3.39013 -0.42446  0.22
H79 -5.52811 1.50860 -1.67180  0.18
H80 -4.51762 2.84121 -2.16672  0.26
H81 -4.61038 3.61396 -4.26026  0.27
H82 -6.34638 3.82042 -4.66499  0.17
H83 -5.39287 2.58098 -5.46738  0.32
C39 -4.19031 8.27031 3.73594  -0.71
O8 -3.83996 7.58884 4.92814  -0.33
C40 -4.79124 7.74634 5.97745  -0.81
C41 -5.52847 6.43949 6.24358  -0.19
N4 -6.43338 6.10997 5.14335  -0.33
C42 -6.96967 4.74977 5.20237  -0.76
C43 -5.97710 3.58452 5.11228  -0.58
O9 -5.33956 3.45943 3.85062  -0.30
C44 -4.19632 4.28169 3.67608  -0.54
H84 -3.33041 8.23601 3.06682  0.24
H85 -5.03210 7.78381 3.23469  0.30
H86 -4.43426 9.31788 3.93588  0.34
H87 -5.48685 8.56712 5.77875  0.40
H88 -4.22253 8.00607 6.87544  0.39
H89 -6.11018 6.53702 7.16470  0.39
H90 -4.77438 5.65947 6.38960  0.17
H91 -5.93932 6.21685 4.26732  0.08
H92 -7.66858 4.65475 4.36671  0.39
H93 -7.55962 4.64438 6.11881  0.41
H94 -6.55390 2.66366 5.24072  0.37
H95 -5.24017 3.59120 5.92263  0.35
H96 -3.64937 4.43744 4.60893  0.32
H97 -4.47882 5.24053 3.23517  0.08
H98 -3.53190 3.78557 2.96590  0.31

Cartesian forces, eV/Å:
0.7 0.6 -0.7
-0.5 -0.8 0.1
0.9 0.3 -0.4
0.2 -0.6 0.6
0.5 1.2 -0.4
-0.6 -0.2 0.1
1.8 -0.7 0.5
-1.7 1.4 -1.0
0.2 1.1 0.0
-2.2 0.3 -0.8
-0.6 -0.6 -0.7
-1.5 -0.6 -0.9
-0.1 1.3 0.9
0.7 -0.4 -0.2
0.8 0.5 1.2
-0.4 0.3 -0.6
-0.3 0.6 0.2
1.1 0.1 -0.6
-0.5 -1.2 0.1
-0.3 -0.3 0.1
2.4 -0.6 -0.7
1.0 -1.1 -0.1
-0.5 1.1 -0.9
-1.1 0.0 -0.1
1.3 -1.2 0.2
0.1 -0.2 -0.7
-0.8 -0.3 0.7
0.7 0.0 0.2
0.4 0.0 0.0
-0.4 0.3 1.4
-1.6 0.6 1.0
-0.6 -0.4 -2.1
1.0 1.2 1.0
-0.8 0.1 0.4
0.1 0.4 -0.6
0.4 -0.1 0.9
-0.7 0.3 -0.4
-0.1 -0.3 0.6
-0.5 -0.7 -0.3
0.3 0.7 -0.4
-0.6 -0.3 0.6
0.0 -0.7 -0.4
-0.1 0.6 -0.6
0.5 -0.8 -0.3
-0.8 0.2 -0.1
0.0 -0.3 0.7
0.6 0.2 -0.4
-0.4 0.1 0.7
-0.2 -0.8 -0.6
-0.1 0.0 1.2
0.6 -0.6 -0.4
0.3 -0.2 0.9
0.2 0.9 0.2
-0.2 -0.1 0.9
0.5 -0.6 -0.3
0.4 -0.1 0.8
0.2 0.6 0.4
-0.1 -0.3 -1.0
-0.3 -0.5 -0.6
0.6 0.5 -0.6
0.7 -0.3 -0.5
-0.8 0.4 0.7
-0.4 -0.1 0.8
-0.5 -0.4 -0.6
-0.2 -0.9 0.0
0.4 -0.2 0.7
0.3 0.5 0.5
-0.4 -0.1 -0.6
1.0 -0.2 0.1
-0.7 0.0 -0.5
0.3 0.8 0.0
-0.1 -0.3 1.0
0.1 0.8 0.6
-0.2 0.2 -0.7
0.5 0.0 0.8
-0.6 -0.3 0.7
-0.2 -0.1 -0.1
-0.1 0.7 0.7
-0.9 -0.2 -0.2
0.2 0.9 -0.4
0.3 -0.3 -0.7
-0.8 -0.4 -0.2
0.4 -0.7 -0.5
0.2 -0.3 -1.0
1.0 -0.1 0.9
0.6 0.1 -0.5
0.1 0.0 0.2
-0.2 0.1 -0.4
0.3 -0.3 0.4
-0.1 0.5 -0.2
0.0 -0.2 0.1
-0.1 0.3 0.0
0.3 0.0 -0.3
-0.2 -0.3 0.1
0.2 0.3 -0.1
0.0 -0.1 0.0
-0.1 0.1 -0.1
0.0 0.0 -0.1
0.1 0.1 0.0
0.0 0.0 0.0
0.0 0.0 0.0
-0.1 -0.2 0.1
0.0 0.0 0.0
0.1 -0.1 0.0
0.0 0.0 0.1
0.0 0.0 0.0
-0.1 0.1 0.0
0.0 0.0 -0.1
-0.2 -0.1 0.2
0.2 -0.1 0.0
0.2 -0.1 -0.1
-0.4 0.2 0.0
0.5 -0.2 0.2
-0.4 0.1 -0.3
0.2 0.0 0.1
-0.1 0.0 -0.2
-0.2 -0.3 0.3
0.2 0.2 0.1
-0.2 -0.3 -0.1
0.1 0.0 0.1
-0.2 0.1 0.0
-0.1 0.0 0.0
-0.1 -0.1 -0.1
0.0 0.0 0.0
0.0 0.0 0.0
0.2 0.1 0.1
0.0 0.0 0.0
0.1 -0.1 0.0
0.1 0.0 0.0
0.0 0.0 0.0
0.0 0.1 -0.1
-0.1 0.1 0.1
0.1 0.2 0.0
0.0 -0.1 0.1
0.2 -0.2 0.1
-0.3 0.3 -0.2
0.2 -0.4 0.4
-0.1 0.2 -0.5
0.1 -0.1 0.2
0.1 0.1 -0.2
-0.3 -0.2 -0.1
0.1 0.2 0.4
-0.1 -0.2 -0.3
0.0 0.0 0.1
-0.1 0.1 -0.1
-0.1 0.0 0.0
0.0 -0.1 -0.2
0.0 0.0 0.0
0.0 0.0 0.0
0.1 0.0 0.2
0.0 0.0 0.0
0.0 -0.1 0.0
0.1 0.0 0.0
0.0 0.0 0.0
0.1 0.1 -0.1
-0.1 0.1 0.0
0.1 0.1 0.1
-0.1 -0.1 0.0

Summary:
Total energy   -97088.94426 eV
Charge   -1
Energy above the lowest of the compared OMol25 structures with the same formula, charge and spin   293.0 kJ/mol
Kohn-Sham gap   6.60 eV